ORCA calculation (ωB97M-V with the def2-TZVPD basis set) on a structure of composition C19H36N5O2OsPS6 in a non-equilibrium geometry.

Geometry (Å):
Os 0.415 -0.099 -0.470
C -3.736 2.847 -1.880
S -2.639 3.499 -0.605
C -1.476 2.254 -0.360
S -1.503 0.780 -1.330
N -0.639 2.531 0.617
N 0.263 1.516 0.792
C 1.142 1.615 1.729
C 2.016 0.455 1.929
C 2.978 0.407 2.915
C 3.712 -0.761 3.082
C 3.449 -1.851 2.270
C 2.481 -1.733 1.286
N 1.789 -0.603 1.107
H -4.313 3.707 -2.213
H -4.404 2.094 -1.469
H -3.180 2.448 -2.724
H 1.188 2.505 2.346
H 3.151 1.275 3.538
H 4.480 -0.816 3.843
H 3.991 -2.780 2.381
H 2.254 -2.540 0.601
C 5.199 1.633 -4.126
N 4.018 1.754 -3.263
C 3.061 0.887 -2.934
S 1.988 1.473 -1.691
N 2.885 -0.293 -3.507
C 3.562 -0.864 -4.673
H 5.963 2.289 -3.718
H 4.986 1.941 -5.148
H 5.592 0.625 -4.116
H 3.908 2.646 -2.807
H 2.150 -0.852 -3.092
H 3.769 -0.100 -5.414
H 2.882 -1.577 -5.127
H 4.481 -1.382 -4.405
C -3.644 -2.733 3.772
S -2.453 -1.696 2.987
C -2.166 -2.473 1.444
H -4.542 -2.759 3.146
H -3.866 -2.318 4.752
H -3.227 -3.741 3.855
H -1.736 -3.466 1.621
H -1.500 -1.842 0.859
H -3.126 -2.577 0.925
C 1.167 -4.283 -4.299
C -0.204 -3.879 -4.797
C -1.096 -5.060 -5.115
O -0.910 -2.972 -3.871
P -1.116 -3.040 -2.320
S -2.735 -2.264 -1.703
S 0.623 -2.204 -1.444
O -0.855 -4.584 -2.037
C -0.853 -5.257 -0.757
C -2.270 -5.531 -0.296
C -0.058 -6.529 -0.959
H 1.689 -4.815 -5.096
H 1.093 -4.948 -3.440
H 1.763 -3.419 -4.012
H -0.108 -3.253 -5.681
H -1.069 -5.803 -4.318
H -0.752 -5.529 -6.038
H -2.124 -4.735 -5.263
H -0.322 -4.601 -0.057
H -2.822 -6.056 -1.076
H -2.816 -4.617 -0.070
H -2.236 -6.173 0.588
H -0.549 -7.159 -1.703
H 0.005 -7.089 -0.025
H 0.953 -6.309 -1.301

relative energy (zero: lowest compared OMol25 entry of this formula, charge and spin) = 32.6 kcal per mole
charge = +2
HOMO energy (spin up / spin down) = -12.3 / -12.3 eV
LUMO (spin up / spin down) = -6.939 / -8.718 eV
orbital gap (spin up / spin down) = 5.386 / 3.603 eV
2S+1 = 5

ORCA calculation (ωB97M-V with the def2-TZVPD basis set) on a structure of composition C19H37Br2F3I2N2O5P3S in a non-equilibrium geometry.

Geometry (Å):
C 2.201 -0.545 -3.955
C 1.200 -0.080 -4.973
I 2.125 0.319 -6.821
C -0.111 0.070 -4.774
I -1.330 0.688 -6.382
C -0.790 -0.239 -3.439
C -1.239 -1.755 -3.368
S -1.566 -2.689 -4.847
O -0.337 -2.930 -5.556
O -2.269 -3.877 -4.421
O 0.033 -0.118 -2.320
P -0.708 0.398 -0.798
O 0.036 1.916 -1.070
P 1.047 -0.565 0.255
N 0.574 -1.400 1.523
C -1.540 1.147 0.744
Br -2.687 -0.155 1.649
C -0.578 1.889 1.691
C -0.560 1.433 3.148
Br -1.091 3.804 1.748
O -2.152 0.783 -1.697
C -2.037 0.682 -3.062
C -3.414 0.213 -3.618
C -4.332 -0.349 -2.529
C -5.571 -0.836 -3.218
F -5.417 -1.676 -4.281
C -6.833 -0.444 -2.954
F -7.638 0.132 -3.838
F -7.446 -0.592 -1.802
P -1.911 2.550 -3.539
N -2.403 3.491 -2.380
H 1.736 -1.110 -3.156
H 2.942 -1.177 -4.442
H 2.732 0.303 -3.519
H -2.092 -1.856 -2.703
H -0.396 -2.282 -2.923
H -2.444 -1.979 -5.593
H -1.330 -0.871 -0.553
H 0.744 1.754 -1.701
H 1.686 -1.423 -0.674
H 2.036 0.382 0.643
H 0.833 -2.374 1.434
H -2.250 1.869 0.357
H 0.438 1.899 1.316
H -0.335 0.369 3.205
H 0.237 1.979 3.655
H -1.509 1.693 3.610
H -3.943 1.046 -4.088
H -3.306 -0.535 -4.399
H -4.653 0.409 -1.820
H -3.876 -1.185 -1.993
H -2.674 2.737 -4.701
H -0.550 2.727 -3.880
H -3.187 4.033 -2.727
C 3.500 0.061 3.103
C 4.576 0.117 4.184
C 4.609 -1.135 5.059
C 3.327 -1.395 5.851
C 2.901 -0.259 6.779
C 3.918 0.045 7.876
H 2.500 -0.004 3.532
H 3.531 0.959 2.483
H 3.640 -0.802 2.451
H 4.432 1.008 4.801
H 5.554 0.232 3.708
H 5.459 -1.066 5.746
H 4.807 -2.006 4.426
H 3.464 -2.305 6.445
H 2.509 -1.610 5.159
H 1.952 -0.534 7.247
H 2.703 0.647 6.201
H 4.102 -0.839 8.491
H 3.554 0.838 8.531
H 4.872 0.375 7.462

charge = -1
HOMO energy = -5.1 eV
LUMO = 1.559 eV
orbital gap = 6.698 eV
2S+1 = 1

ORCA calculation (ωB97M-V with the def2-TZVPD basis set) on a structure of composition C19H37BrLuSi4Te in a non-equilibrium geometry.

Geometry (Å):
C -5.168 2.031 -1.779
C -4.947 2.282 -0.392
C -3.677 2.975 -0.267
H -5.614 2.031 0.428
C -3.128 3.113 -1.586
C -4.060 2.528 -2.517
H -3.942 2.534 -3.599
H -6.070 1.611 -2.201
H -3.196 3.270 0.666
H -2.171 3.569 -1.841
Lu -3.100 0.818 -0.923
Br -3.390 -0.219 1.407
C -2.681 -1.863 -2.118
C -2.848 -1.020 -3.271
C -4.221 -0.613 -3.322
H -2.063 -0.740 -3.970
C -4.899 -1.185 -2.195
C -3.946 -1.958 -1.450
H -4.147 -2.509 -0.540
H -1.756 -2.340 -1.807
H -4.665 0.000 -4.090
H -5.945 -1.057 -1.945
C 0.120 -3.269 0.340
Si 1.604 -2.247 -0.207
C 3.196 -2.951 0.520
C 1.697 -2.181 -2.092
Si 1.348 -0.041 0.563
Te -0.253 1.269 -0.762
Si 1.180 0.003 2.911
C 2.899 -0.265 3.655
C 0.500 1.688 3.411
C 0.004 -1.344 3.468
Si 3.191 1.295 -0.074
C 4.827 0.520 0.440
C 3.158 1.537 -1.940
C 2.993 2.966 0.797
H 0.154 -4.235 -0.186
H -0.835 -2.781 0.106
H 0.137 -3.471 1.419
H 3.295 -3.989 0.163
H 4.091 -2.398 0.207
H 3.173 -2.976 1.620
H 0.802 -1.710 -2.525
H 2.579 -1.627 -2.444
H 1.764 -3.214 -2.471
H 3.609 0.532 3.385
H 2.790 -0.263 4.753
H 3.335 -1.231 3.360
H -0.498 1.846 2.971
H 0.403 1.708 4.508
H 1.147 2.521 3.103
H -0.965 -1.265 2.956
H 0.406 -2.350 3.300
H -0.173 -1.223 4.547
H 5.026 -0.417 -0.094
H 5.624 1.232 0.176
H 4.895 0.324 1.517
H 2.211 1.970 -2.294
H 3.971 2.229 -2.205
H 3.321 0.598 -2.482
H 2.033 3.446 0.549
H 3.065 2.882 1.893
H 3.808 3.623 0.449

relative energy (zero: lowest compared OMol25 entry of this formula, charge and spin) = 0.0 kcal per mole
charge = -1
HOMO energy = -4.2 eV
LUMO = 2.631 eV
orbital gap = 6.796 eV
2S+1 = 1

ORCA calculation (ωB97M-V with the def2-TZVPD basis set) on a structure of composition C19H37CdN2P in a non-equilibrium geometry.

Geometry (Å):
C -1.271 0.980 -4.761
C 0.097 0.743 -4.976
C 0.842 1.510 -4.032
C -0.081 2.254 -3.232
C -1.435 1.907 -3.659
Cd -2.034 0.250 -1.741
N -1.720 -1.991 -2.383
C -0.656 -3.071 -2.812
C 0.506 -2.532 -3.505
H 1.923 1.534 -3.934
H 0.544 0.136 -5.789
H 0.167 2.834 -2.333
H -2.358 2.463 -3.389
H -2.145 0.558 -5.389
H 0.371 -2.230 -4.524
H -1.453 -3.522 -3.524
H -2.729 -2.364 -2.103
H 1.396 -2.489 -2.901
H -0.546 -3.648 -1.868
C -2.500 -0.870 1.445
C -1.006 -1.086 1.691
C -0.871 -1.250 3.186
C -0.714 -2.433 1.036
P 0.055 0.297 1.037
N -0.615 0.811 -0.289
C -0.095 1.911 2.079
C 0.728 1.880 3.354
C 0.374 3.097 1.230
C -1.567 2.140 2.424
C 1.855 -0.250 0.889
C 2.396 -0.970 2.173
C 1.970 -1.176 -0.317
C 2.764 0.937 0.578
H -3.053 -1.731 1.866
H -2.771 -0.811 0.373
H -2.916 0.015 1.926
H -1.477 -2.121 3.526
H 0.163 -1.425 3.522
H -1.253 -0.385 3.763
H -0.894 -2.380 -0.049
H 0.268 -2.850 1.290
H -1.456 -3.163 1.405
H 1.804 1.874 3.133
H 0.541 2.796 3.965
H 0.527 0.998 3.981
H 1.462 3.127 1.111
H -0.049 3.030 0.221
H 0.047 4.063 1.667
H -1.720 3.138 2.876
H -2.184 2.124 1.516
H -1.974 1.432 3.159
H 1.923 -1.941 2.369
H 3.482 -1.153 2.065
H 2.255 -0.389 3.097
H 1.382 -0.748 -1.169
H 3.051 -1.321 -0.562
H 1.584 -2.188 -0.129
H 2.367 1.482 -0.299
H 2.939 1.627 1.425
H 3.763 0.541 0.292

relative energy (zero: lowest compared OMol25 entry of this formula, charge and spin) = 0.0 kcal per mole
charge = -2
HOMO energy (spin up / spin down) = 0.1 / 1.8 eV
LUMO (spin up / spin down) = 4.604 / 4.632 eV
orbital gap (spin up / spin down) = 4.505 / 2.806 eV
2S+1 = 1

ORCA calculation (ωB97M-V with the def2-TZVPD basis set) on a cluster of 3 separate species, C19H37ClFN2O5 in total in a non-equilibrium geometry.

Geometry (Å):
C -0.009 3.157 1.827
C -0.566 3.269 0.261
C -1.717 2.112 -0.082
Cl -2.101 2.048 -1.901
C -1.403 0.652 0.592
C -2.472 -0.168 1.557
C -4.024 0.306 1.963
C -5.008 -0.623 0.981
C -4.831 -0.206 -0.604
F -3.716 -0.926 -1.286
N -1.749 -1.431 1.968
C -0.363 -1.522 1.370
C 0.625 -2.796 1.665
C 2.003 -2.240 2.418
O 3.166 -2.755 1.658
N -0.202 -0.266 0.542
C 1.066 0.038 -0.283
C 0.760 -0.648 -1.777
C 2.010 -0.501 -2.827
C 1.670 0.723 -3.872
O 2.361 0.721 -5.037
O 0.660 1.778 -3.677
H -0.910 3.234 2.598
H 0.628 2.175 1.998
H 0.675 4.112 1.998
H -1.072 4.347 0.193
H 0.311 3.190 -0.536
H -2.709 2.514 0.447
H -4.236 1.427 1.699
H -4.176 0.078 3.101
H -4.635 -1.752 1.073
H -6.127 -0.630 1.337
H -4.614 0.959 -0.669
H -5.803 -0.409 -1.255
H -2.179 -2.148 2.599
H 0.099 -3.561 2.415
H 0.936 -3.326 0.646
H 1.934 -1.050 2.400
H 2.055 -2.551 3.560
H 3.278 -2.244 0.782
H 2.023 -0.452 0.231
H 1.286 1.187 -0.347
H 0.555 -1.801 -1.550
H -0.245 -0.140 -2.154
H 2.011 -1.497 -3.484
H 3.070 -0.441 -2.330
H -0.239 1.414 -3.989
C -0.507 2.874 -7.297
C -1.421 3.908 -6.673
O -1.510 3.695 -5.272
H -0.882 1.863 -7.104
H -0.431 3.022 -8.378
H 0.496 2.930 -6.861
H -2.427 3.834 -7.095
H -1.046 4.921 -6.850
H -0.612 3.771 -4.906
C 5.245 -4.128 6.360
C 4.151 -3.648 5.430
O 2.903 -3.647 6.107
H 5.025 -5.137 6.724
H 6.213 -4.139 5.851
H 5.316 -3.481 7.241
H 4.068 -4.310 4.562
H 4.357 -2.635 5.072
H 2.984 -3.050 6.871

charge = +1
HOMO energy = -11.9 eV
LUMO = -3.370 eV
orbital gap = 8.569 eV
2S+1 = 1

ORCA calculation (ωB97M-V with the def2-TZVPD basis set) on a structure of composition C19H37ClFNO12S4 in a non-equilibrium geometry.

Geometry (Å):
C 1.996 -0.428 2.974
C 1.438 -0.890 1.619
C 2.661 -1.241 0.709
N 2.517 -0.546 -0.610
Cl 3.399 -1.332 -1.861
S 3.011 1.068 -0.593
O 2.406 1.676 -1.717
O 4.420 1.224 -0.525
F 2.405 1.745 0.664
O 0.646 -2.021 1.888
C -0.402 -2.214 0.948
C -1.635 -1.351 1.145
C -1.669 -0.133 1.765
C -2.823 0.606 1.873
C -3.988 0.118 1.342
C -3.962 -1.117 0.754
C -2.821 -1.856 0.647
H 2.606 -1.237 3.381
H 1.138 -0.337 3.642
H 2.561 0.498 2.900
H 0.907 -0.080 1.117
H 3.581 -0.927 1.209
H 2.699 -2.306 0.498
H -0.731 -3.248 1.075
H -0.015 -2.159 -0.079
H -0.773 0.296 2.193
H -2.800 1.578 2.348
H -4.894 0.706 1.398
H -4.885 -1.522 0.342
H -2.833 -2.831 0.177
O -6.481 -3.150 0.403
S -6.986 -4.030 -0.608
O -7.306 -3.541 -1.911
O -8.236 -4.820 -0.022
C -9.311 -4.051 0.555
C -10.202 -3.430 -0.503
C -5.909 -5.414 -0.767
H -8.910 -3.294 1.231
H -9.886 -4.751 1.157
H -9.672 -2.660 -1.063
H -11.076 -2.973 -0.038
H -10.532 -4.184 -1.218
H -5.698 -5.811 0.223
H -4.994 -5.061 -1.237
H -6.389 -6.161 -1.394
O 5.237 -0.542 4.429
S 6.052 0.572 4.812
O 5.510 1.641 5.588
O 6.741 1.170 3.509
C 5.883 1.518 2.405
C 5.164 2.833 2.632
C 7.519 -0.014 5.589
H 5.178 0.709 2.206
H 6.530 1.602 1.534
H 4.440 2.752 3.444
H 4.632 3.131 1.729
H 5.871 3.615 2.905
H 7.953 -0.799 4.975
H 7.237 -0.407 6.563
H 8.209 0.818 5.706
O 0.013 3.557 -6.677
S 1.164 4.406 -6.624
O 2.345 4.085 -7.362
O 1.549 4.656 -5.103
C 1.739 3.505 -4.250
C 3.087 2.854 -4.494
C 0.688 6.059 -7.002
H 0.923 2.793 -4.380
H 1.688 3.870 -3.227
H 3.131 2.402 -5.485
H 3.272 2.078 -3.758
H 3.887 3.594 -4.440
H -0.186 6.317 -6.410
H 0.451 6.096 -8.063
H 1.520 6.722 -6.780

charge = 0
HOMO energy = -9.2 eV
LUMO = -0.226 eV
orbital gap = 8.981 eV
2S+1 = 1

Question: Which of these has the lowest charge?
Answer: C19H37CdN2P